[1]
The following is a quantum chemistry calculation of a 12-piece molecular cluster, C6H38N2O11 overall in a non-equilibrium geometry, from OMol25.

Properties
Energy (Eh): -1188.41368
E_HOMO (eV): -8.2585
LUMO level (eV): 0.02
Structure (SMILES): CCN(C)C[C@@H](C)N.O.O.O.O.O.O.O.O.O.O.O

XYZ file:
```
57
Properties=species:S:1:pos:R:3:forces:R:3:lowdin_charge:R:1
N 2.4191 -0.8597 2.5275 1.25 0.20 0.65 0.029
C 2.1411 0.2425 1.5528 -2.15 1.20 2.92 -0.346
C 2.6307 1.6915 1.9219 -0.91 -0.95 2.20 -0.044
C 0.5536 0.2206 1.5686 -0.69 -1.32 -1.99 -0.141
N -0.2636 0.7041 0.4254 0.76 2.06 -0.83 -0.195
C -0.0703 -0.0140 -0.8110 2.12 -1.43 -2.01 -0.271
C -0.8104 0.3006 -2.1703 -1.38 2.94 1.27 -0.069
C 0.1124 2.1370 0.1665 0.26 -0.60 0.66 -0.055
H 3.0450 -0.7419 3.3549 -0.72 0.64 -1.21 0.089
H 2.8325 -1.5974 1.9792 -0.07 -0.46 0.20 0.033
H 2.5478 -0.1068 0.6532 0.09 0.09 -1.46 0.055
H 3.1178 2.1542 1.1203 1.17 0.59 -1.13 0.046
H 1.8010 2.3926 2.1604 0.54 -0.84 0.13 0.060
H 3.2145 1.7042 2.8697 0.13 -0.19 -0.85 0.084
H 0.1091 0.7974 2.3673 0.51 -0.22 0.86 0.117
H 0.2642 -0.8411 1.6189 0.17 0.35 0.60 0.114
H -0.3189 -1.0630 -0.5944 0.35 0.07 0.05 0.090
H 1.0237 0.0087 -1.2284 -1.47 -0.41 1.39 0.090
H -1.6253 1.0951 -1.9532 0.65 -1.66 -0.27 0.087
H -1.2189 -0.6078 -2.5760 -0.21 0.10 0.23 -0.001
H -0.2858 0.8342 -2.9940 0.60 -0.56 0.89 0.083
H 0.7665 2.5455 0.9750 -0.28 -0.62 -1.47 0.064
H 0.5320 2.1612 -0.8540 -0.01 0.87 0.72 0.079
H -0.7362 2.7582 0.3215 -1.14 0.67 -0.75 0.054
H 3.6081 -1.8707 -0.0955 -0.37 -0.12 0.79 -0.034
H 4.3750 -0.4508 0.2073 -0.03 0.23 0.84 0.035
O 4.1942 -1.1580 -0.3908 1.06 0.29 -1.88 -0.067
H 3.0872 -1.4111 -1.8859 1.95 0.05 0.34 -0.019
H 2.5534 -2.4044 -3.0722 0.88 -0.05 -0.11 0.065
O 2.3813 -1.7530 -2.4012 -2.84 0.24 -1.00 -0.036
H -2.6912 2.3227 3.0838 1.88 2.58 -0.39 0.069
H -1.5498 2.6837 2.2199 0.39 0.27 -0.07 -0.038
O -2.0016 3.0990 2.9564 -1.39 -1.54 1.05 -0.132
H -0.6715 -2.4549 -2.1704 0.25 0.03 -0.13 -0.012
H -1.7695 -3.4170 -2.0062 -0.63 -0.32 -0.13 0.020
O -0.8424 -3.3299 -1.8114 0.54 0.18 0.25 -0.045
H -3.5244 -0.8912 3.3254 -0.78 -0.21 0.84 0.034
H -3.1052 -1.1861 1.8887 0.06 -0.59 0.19 -0.003
O -2.7776 -1.1762 2.8188 0.40 0.06 -0.60 -0.052
H 3.4119 1.7622 -2.3412 0.96 -0.03 -0.51 0.028
H 2.5286 0.7706 -1.5504 0.27 1.28 -0.57 0.014
O 2.5844 1.7003 -1.8937 -0.92 -1.11 0.97 -0.053
H -2.6585 1.3376 1.0452 1.12 -0.68 -0.63 -0.006
H -3.2033 0.4419 2.2391 0.71 1.07 -0.89 0.032
O -3.2222 1.3329 1.8008 -1.95 -1.13 1.57 -0.099
H -2.5745 -1.2049 -0.0660 -0.04 0.24 -0.19 0.043
H -3.8145 -0.2107 -0.0529 0.87 -1.48 0.40 0.067
O -3.4942 -1.1307 0.2191 -0.73 1.23 -0.63 -0.062
H -2.1959 -0.9332 -4.0939 -0.32 -0.07 -0.04 0.048
H -3.4133 -1.5243 -3.3498 -0.63 0.30 0.12 0.047
O -2.5291 -1.7144 -3.6394 0.46 -0.54 -0.49 -0.048
H 1.8186 -2.6757 -0.8505 0.58 -0.09 0.54 0.055
H 2.7865 -3.7724 -0.4119 0.19 -0.75 -0.08 0.070
O 2.4432 -2.9336 -0.1298 -1.15 -0.02 0.31 -0.043
H -3.8865 2.3836 0.0406 -0.09 -0.06 0.61 0.058
H -4.0143 2.1176 -1.4200 0.47 -0.50 0.24 0.082
O -3.6144 1.7352 -0.6137 -0.78 0.71 -1.51 -0.071
```
Forces are in eV/Å.


[2]
The following is a quantum chemistry calculation of C5H10EuF3GaIO2 as an isolated structure in a non-equilibrium geometry, from OMol25.

Properties
Energy (Eh): -3578.60086
Net charge: +2
Spin multiplicity: 7
E_HOMO (alpha / beta) (eV): -16.0532 / -15.8090
LUMO level (alpha / beta) (eV): -9.01 / -9.79

XYZ file:
```
23
Properties=species:S:1:pos:R:3:forces:R:3:lowdin_charge:R:1
C 2.7819 -1.0661 0.2101 -0.15 0.69 -0.07 -0.074
C 2.2621 -0.5454 -1.1321 0.18 -0.52 0.73 -0.167
O 0.9574 0.0451 -1.0079 -0.12 0.37 -0.47 -0.105
C 0.9512 1.3435 -0.6557 1.48 -0.66 -0.62 -0.190
Ga -0.6979 1.8241 0.5734 -1.79 1.00 -0.52 0.327
I -0.1222 0.9804 3.0246 0.32 -0.32 0.44 0.362
C -2.3619 0.8667 -0.0619 1.04 -0.20 0.23 -0.225
O -2.0592 -0.4999 -0.2797 -0.09 -0.33 -0.11 -0.064
C -3.0993 -1.3819 -0.3239 -0.02 -0.12 -0.11 -0.697
F -3.1716 -2.0474 0.8501 -0.07 0.11 -0.44 0.153
F -2.8732 -2.2641 -1.3028 -0.16 0.35 0.61 0.187
F -4.2667 -0.7680 -0.5295 0.27 -0.32 0.02 0.184
H 3.3832 -1.9475 0.0689 0.25 -0.32 0.07 0.093
H 1.9106 -1.2692 0.8279 -0.48 -0.45 0.12 0.011
H 3.3576 -0.2830 0.6905 0.37 0.11 0.24 0.074
H 2.1725 -1.3515 -1.8373 -0.32 -0.27 -0.27 0.142
H 2.9567 0.1756 -1.5294 0.14 0.32 -0.27 0.137
H 0.8442 2.0161 -1.5060 -1.00 0.31 -0.01 0.131
H 1.8074 1.6367 -0.0519 0.12 0.11 0.35 0.093
H -0.8354 3.3813 0.6375 0.48 -0.10 0.25 -0.022
H -3.0859 1.0212 0.7290 -0.24 -0.01 0.26 0.089
H -2.6976 1.3507 -0.9691 -0.08 0.17 -0.27 0.093
Eu 1.8861 -1.2172 3.5753 -0.13 0.08 -0.14 1.472
```
Forces are in eV/Å.


[3]
The following is a quantum chemistry calculation of one molecule with the formula C5H8ClFO in a non-equilibrium geometry, from OMol25.

Properties
Energy (Eh): -830.43603
E_HOMO (alpha / beta) (eV): -8.0419 / -7.0930
LUMO level (alpha / beta) (eV): 0.05 / -0.63

XYZ file:
```
16
Properties=species:S:1:pos:R:3:forces:R:3:lowdin_charge:R:1
C 0.3920 -0.5666 -0.9969 -0.98 1.27 -0.81 -0.144
C -0.5156 -0.4039 0.1491 2.74 -0.73 -0.46 -0.322
C 2.0893 -0.2441 -0.8213 -1.05 -0.15 0.86 -0.522
C -0.7547 -1.4529 1.1988 -3.52 0.36 -3.13 0.019
C -0.7708 1.9039 -0.2618 0.64 1.29 -2.34 -0.109
O -0.9148 0.7842 0.5053 0.21 -1.77 1.82 -0.058
F 2.5271 -1.3916 -0.2604 0.52 -0.35 0.15 -0.127
Cl 2.4356 1.0278 0.4565 -0.16 -0.06 -0.17 0.491
H 0.4974 -1.6095 -1.3560 -0.47 0.81 0.04 0.112
H 0.1159 0.2209 -1.7709 0.37 -1.44 0.67 0.111
H -1.2488 -2.2980 0.6093 1.00 0.57 1.27 0.124
H -1.4765 -1.0629 1.8945 -0.63 0.20 0.14 0.082
H 0.0306 -1.6900 1.7997 2.79 -1.08 1.07 0.055
H 0.2703 2.3358 -0.4760 -1.28 -1.62 -0.35 0.106
H -1.1260 2.6144 0.3729 -1.23 2.39 1.72 0.059
H -1.5508 1.8325 -1.0429 1.04 0.30 -0.48 0.123
```
Forces are in eV/Å.